This record from the OMol25 dataset describes a molecular structure, C47H53CrN10O2P. The level of theory is ωB97M-V/def2-TZVPD.

Last column: Löwdin charge in e.
CARTESIAN COORDINATES (ANGSTROEM)
Cr  0.26840  -0.26600  0.07360  0.665
O  -2.46200  -1.33090  -2.62480  0.053
C  -1.96380  -0.44520  -1.93560  -0.452
N  -1.59410  -0.57700  -0.63540  0.009
C  -2.38950  -1.32740  0.20170  -0.257
C  -3.69350  -1.75400  -0.07150  -0.019
C  -4.42510  -2.41960  0.89210  -0.075
C  -3.88910  -2.66110  2.14940  -0.083
C  -2.60570  -2.24280  2.44880  -0.026
C  -1.84860  -1.57530  1.48650  -0.237
N  -0.54890  -1.13920  1.60770  -0.005
C  0.16950  -1.29900  2.73300  -0.463
O  -0.20820  -1.65130  3.84740  0.063
C  1.59980  -0.95280  2.49490  -0.179
C  2.54780  -1.20900  3.47830  0.029
C  3.86330  -0.83280  3.27220  -0.009
C  4.16620  -0.17670  2.08380  -0.021
C  3.16770  0.02140  1.14980  -0.139
N  1.89700  -0.37620  1.31340  0.019
C  -1.81760  0.93410  -2.48550  -0.207
C  -2.38500  1.22330  -3.72830  0.011
C  -2.39080  2.53390  -4.16680  -0.035
C  -1.85100  3.51080  -3.34100  -0.042
C  -1.31920  3.12440  -2.11780  -0.141
N  -1.28980  1.86970  -1.69900  0.101
H  -4.13800  -1.57040  -1.03610  0.112
H  -5.42620  -2.75420  0.66500  0.106
H  -4.48110  -3.16010  2.90270  0.108
H  -2.17440  -2.44380  3.41520  0.108
H  2.21450  -1.69160  4.38460  0.130
H  4.62870  -1.03030  4.00500  0.119
H  5.16370  0.17530  1.87460  0.118
H  3.39040  0.54260  0.23050  0.106
H  -2.82080  0.41650  -4.29590  0.123
H  -2.82450  2.80010  -5.11920  0.114
H  -1.85080  4.54870  -3.63370  0.110
H  -0.91530  3.85860  -1.42950  0.115
C  -2.84240  1.71630  1.09300  -0.010
N  -1.93250  1.62090  2.21170  -0.100
C  -2.53800  1.16610  3.44200  -0.027
C  -0.62540  1.88820  2.07210  -0.332
N  -0.03150  1.65510  0.89620  0.048
C  0.87170  2.56230  0.39950  -0.246
C  0.93990  3.89260  0.84250  -0.038
C  1.97400  4.71960  0.45710  -0.070
C  2.99000  4.21470  -0.34200  -0.076
C  2.85780  2.95620  -0.89900  -0.052
C  1.74080  2.15670  -0.63890  -0.236
N  1.48250  0.92850  -1.27920  0.103
C  1.95740  0.69550  -2.46810  -0.321
N  2.46580  1.64730  -3.31660  -0.170
C  3.71040  1.52260  -4.04590  -0.046
C  1.80750  2.90940  -3.54890  -0.036
N  1.78050  -0.62990  -2.97060  -0.155
C  0.85090  -0.56520  -4.09770  -0.042
C  2.97250  -1.37240  -3.36940  -0.079
N  0.05210  2.36140  3.15440  -0.118
C  1.48660  2.27510  3.29380  -0.025
C  -0.55120  3.19480  4.17480  -0.038
H  -3.47130  0.82900  1.04550  0.091
H  -2.28670  1.81370  0.16300  0.058
H  -3.48840  2.58820  1.22670  0.104
H  -3.15260  0.29330  3.21380  0.090
H  -3.18300  1.92870  3.88490  0.098
H  -1.77330  0.86840  4.15330  0.096
H  0.17150  4.26050  1.50720  0.122
H  2.01330  5.73810  0.81150  0.110
H  3.86090  4.80990  -0.56550  0.107
H  3.65090  2.58020  -1.52820  0.116
H  4.33760  0.74010  -3.63030  0.081
H  4.25210  2.46920  -3.95080  0.097
H  3.55480  1.33430  -5.11250  0.098
H  2.42950  3.75590  -3.24240  0.093
H  0.86550  2.94990  -3.01210  0.069
H  1.61440  2.99590  -4.62340  0.107
H  1.23740  0.03160  -4.93500  0.099
H  -0.09010  -0.14530  -3.75490  0.070
H  0.66360  -1.57010  -4.46480  0.088
H  3.77700  -1.21700  -2.65590  0.080
H  3.31870  -1.11380  -4.37750  0.090
H  2.72730  -2.43520  -3.36470  0.085
H  1.89990  1.60460  2.55020  0.067
H  1.72540  1.88760  4.28920  0.110
H  1.95900  3.25680  3.16900  0.102
H  -1.55920  3.47930  3.89490  0.090
H  0.04580  4.10580  4.27630  0.099
H  -0.57250  2.69250  5.14440  0.103
C  -0.02870  -3.31940  -2.31730  -0.195
P  0.65590  -2.64820  -0.74800  1.073
C  -0.15930  -3.80370  0.41370  -0.357
C  0.49450  -4.18040  1.58290  -0.095
C  -0.11190  -5.04780  2.47150  -0.060
C  -1.37760  -5.54390  2.20600  -0.068
C  -2.04040  -5.15740  1.05440  -0.071
C  -1.43660  -4.29380  0.15890  -0.091
C  2.32140  -3.41990  -0.76420  -0.357
C  3.44350  -2.62870  -0.56770  -0.136
C  4.71530  -3.17290  -0.57830  -0.073
C  4.88220  -4.52720  -0.80070  -0.069
C  3.76780  -5.32940  -0.99290  -0.061
C  2.49490  -4.78620  -0.96920  -0.072
H  -0.09940  -4.40450  -2.24940  0.059
H  0.62170  -3.05890  -3.14310  0.018
H  -1.01720  -2.90280  -2.50540  0.030
H  1.48840  -3.80100  1.78430  0.109
H  0.40600  -5.33900  3.37110  0.109
H  -1.83920  -6.23460  2.89460  0.108
H  -3.03380  -5.52570  0.85020  0.113
H  -1.97190  -3.99610  -0.73020  0.107
H  3.30540  -1.57250  -0.41240  0.057
H  5.57460  -2.54150  -0.40700  0.107
H  5.87310  -4.95630  -0.82860  0.109
H  3.89160  -6.38920  -1.15120  0.109
H  1.63610  -5.42960  -1.09370  0.113

As for the energy relative to the best compared isomer or geometry (same formula, charge and spin): 22.1 kcal per mole. The value obtained for the frontier orbital gap (spin up / spin down) is 6.060 / 6.677 eV. The spin multiplicity is 2. Its charge is +1. The calculation puts the HOMO energy (spin up / spin down) at -9.47 / -9.43 eV.

=====

This record from the OMol25 dataset describes a molecular structure, C47H54MoO4PSe. The level of theory is ωB97M-V/def2-TZVPD.

Last column: Löwdin charge in e.
CARTESIAN COORDINATES (ANGSTROEM)
Mo  0.00000  0.00000  0.00000  1.350
C  5.25480  3.68160  4.47280  -0.066
C  4.99090  3.85160  2.96030  -0.560
C  4.87330  5.35340  2.62010  -0.063
C  6.22430  3.29740  2.20540  -0.078
C  3.67600  3.13070  2.58230  -0.174
C  3.63410  2.07770  1.65100  -0.072
C  2.43580  1.44510  1.33230  -0.393
Se  2.48490  0.00000  0.05540  1.059
C  2.42730  1.22620  -1.44880  -0.378
C  3.65450  1.67700  -1.92910  -0.078
C  3.73660  2.55970  -3.01970  -0.173
C  2.53110  2.98090  -3.61760  0.019
C  1.25950  2.54790  -3.16370  -0.062
C  1.22600  1.65230  -2.05910  -0.287
O  0.04470  1.20180  -1.59060  -0.278
C  -0.05140  3.03380  -3.85050  -0.523
C  -0.93070  3.79610  -2.83210  -0.041
C  0.20390  4.00290  -5.03430  -0.087
C  -0.83040  1.82730  -4.42430  -0.053
C  5.08740  3.06970  -3.57470  -0.559
C  5.13870  4.61010  -3.47600  -0.062
C  6.30940  2.51210  -2.80390  -0.077
C  5.23250  2.63950  -5.05140  -0.065
C  1.23520  1.84500  1.93830  -0.291
O  0.10010  1.20180  1.60610  -0.286
C  1.22240  2.90370  2.88600  -0.057
C  2.46210  3.52570  3.18510  0.021
C  -0.09930  3.35890  3.56980  -0.516
C  -0.71480  2.18590  4.36760  -0.052
C  0.10460  4.52380  4.57300  -0.086
C  -1.10180  3.85640  2.50310  -0.036
H  6.19660  4.19330  4.76770  0.080
H  5.34820  2.60410  4.72950  0.091
H  4.43740  4.11400  5.08590  0.078
H  5.80960  5.89070  2.88600  0.081
H  4.04500  5.83910  3.17580  0.079
H  4.68930  5.48940  1.53240  0.092
H  7.14630  3.84180  2.50500  0.083
H  6.10600  3.42040  1.10670  0.079
H  6.38270  2.22200  2.43790  0.088
H  4.52460  1.72330  1.15550  0.079
H  4.53980  1.31640  -1.42880  0.078
H  2.60720  3.65590  -4.45060  0.083
H  -0.38020  4.67450  -2.43110  0.094
H  -1.24010  3.16640  -1.97660  0.072
H  -1.86300  4.16110  -3.31540  0.085
H  0.72970  4.92100  -4.69300  0.084
H  -0.75530  4.32570  -5.49510  0.083
H  0.80190  3.51040  -5.83180  0.084
H  -1.13840  1.10480  -3.64540  0.080
H  -0.20720  1.28620  -5.16880  0.089
H  -1.76030  2.16640  -4.93060  0.084
H  5.04170  4.93210  -2.41650  0.091
H  4.32600  5.08880  -4.06020  0.079
H  6.10270  4.99690  -3.87210  0.081
H  6.27780  2.81660  -1.73520  0.079
H  7.25740  2.90210  -3.23440  0.083
H  6.34690  1.40290  -2.86750  0.089
H  4.42220  3.05560  -5.68480  0.078
H  5.20370  1.53140  -5.13510  0.092
H  6.19780  2.99600  -5.47200  0.081
H  2.50560  4.33050  3.89660  0.083
H  -0.00310  1.83470  5.14580  0.091
H  -0.97580  1.32260  3.72680  0.064
H  -1.65250  2.50470  4.87280  0.086
H  0.78930  4.22570  5.39660  0.083
H  -0.86140  4.81790  5.03870  0.082
H  0.51160  5.42370  4.06290  0.084
H  -1.37720  3.06930  1.77570  0.070
H  -0.66970  4.71090  1.93860  0.098
H  -2.04580  4.19710  2.98140  0.086
O  -0.62170  1.93390  0.15140  -0.061
C  -1.65000  1.38190  0.00000  -0.370
C  -2.92050  0.73460  -0.20050  -0.315
C  -4.02930  1.58340  -0.37550  -0.015
C  -5.30330  1.06060  -0.57740  -0.125
C  -5.48100  -0.31570  -0.60470  -0.134
C  -4.38730  -1.17050  -0.43190  -0.069
C  -3.08280  -0.67500  -0.22670  -0.332
P  -1.65000  -1.82610  0.00000  0.999
C  -1.32080  -1.63590  1.78480  -0.343
C  0.00870  -1.73050  2.22700  -0.146
C  0.33020  -1.57560  3.57820  -0.071
C  -0.67300  -1.32380  4.50970  -0.102
C  -1.99720  -1.22770  4.09130  -0.084
C  -2.31870  -1.38170  2.73960  -0.055
C  -2.34150  -3.50130  -0.17400  -0.349
C  -2.58410  -3.98150  -1.47520  -0.104
C  -3.11220  -5.25780  -1.69200  -0.099
C  -3.39810  -6.08450  -0.61070  -0.113
C  -3.14820  -5.63800  0.68320  -0.098
C  -2.61900  -4.36060  0.89860  -0.082
H  -3.89990  2.66490  -0.35480  0.107
H  -6.15290  1.72530  -0.71200  0.083
H  -6.47330  -0.73370  -0.75970  0.080
H  -4.59140  -2.23830  -0.45210  0.087
H  0.81450  -1.91790  1.51930  0.056
H  1.36630  -1.64560  3.89920  0.107
H  -0.42210  -1.19870  5.55970  0.102
H  -2.78280  -1.03000  4.81600  0.104
H  -3.36420  -1.30820  2.45060  0.118
H  -2.36580  -3.35900  -2.34180  0.105
H  -3.29480  -5.60410  -2.70590  0.096
H  -3.80620  -7.07820  -0.77530  0.093
H  -3.35820  -6.28460  1.53170  0.095
H  -2.42770  -4.06390  1.92610  0.095
O  -1.71050  0.00000  0.00000  -0.575

The value obtained for the frontier orbital gap (spin up / spin down) is 4.395 / 5.482 eV. The spin multiplicity is 3. Its charge is -1. The calculation puts the HOMO energy (spin up / spin down) at -2.06 / -3.15 eV.

=====

The records above yield max |F| values of 1.21 14.02 eV/Å, respectively.